Molecular formula: C2H4BiO3
Method: DFT, the ωB97M-V functional and the def2-TZVPD basis

CARTESIAN COORDINATES (ANGSTROEM)
O: 0.34100 -1.11859 0.37676
C: 0.61839 -0.20260 1.14761
C: 0.56626 1.21759 0.67928
O: 0.05276 1.34243 -0.57885
H: 0.72735 -0.41343 2.23319
H: 1.60855 1.59794 0.79027
H: -0.00401 1.76248 1.46735
Bi: -0.49154 -0.32579 -1.40651
O: -1.66262 -1.45468 -2.36725
H: -1.75615 -2.40535 -2.34186

Values from the calculation:
Frontier orbital gap   7.8 eV
Total charge   +1
Strongest force on any atom   0.1073 hartree/bohr

Mulliken atomic charge list, values in e, 2 entries:
1. O -0.50
2. C 0.23

***

Molecular formula: C50H114Br2FN8OP2S
Method: DFT, the ωB97M-V functional and the def2-TZVPD basis

CARTESIAN COORDINATES (ANGSTROEM)
C: -6.12901 5.78973 -2.14599
C: -5.34871 4.63054 -2.97854
C: -5.36239 3.21886 -2.16995
N: -4.00910 2.79719 -1.69653
C: -3.82329 2.95354 -0.25014
F: -4.35045 4.29302 -0.04634
C: -2.36054 2.87879 0.40406
C: -1.44363 4.12471 0.12257
C: -0.80057 3.90301 -1.37137
C: -1.38609 4.97715 -2.44470
C: 0.80613 3.94413 -1.36776
N: -2.16196 1.74540 1.10659
P: -0.58045 1.70935 1.88235
S: 0.16405 -0.00873 2.33161
C: -3.34051 0.76090 1.07153
C: -3.43680 -0.17800 2.34121
Br: -3.17097 0.77359 4.09778
C: -4.68802 -1.15395 2.51644
C: -6.12415 -0.66554 2.08748
Br: -4.80725 -1.60861 4.48070
N: -3.12922 0.16530 -0.28974
C: -4.15907 -0.81255 -0.72178
C: -1.83042 -0.52856 -0.44039
C: -0.55817 0.07437 -1.23715
O: -1.65358 -1.69038 0.02109
C: -4.49774 1.85855 0.75485
P: -5.43312 2.68123 2.18786
C: -6.98763 3.52019 1.42267
C: -4.34940 4.02390 3.04462
C: -5.39336 5.21642 3.42643
H: -6.39990 6.67957 -2.80974
H: -7.04874 5.35309 -1.60402
H: -5.46681 6.22268 -1.30702
H: -4.27156 4.95390 -3.19490
H: -5.91481 4.52374 -3.96683
H: -6.17819 3.19511 -1.37070
H: -5.68285 2.43929 -2.95961
H: -3.78572 1.85994 -2.04457
H: -2.00936 5.12579 0.04355
H: -0.59824 4.30941 0.85888
H: -1.14740 2.88309 -1.74498
H: -1.87335 5.88029 -1.95630
H: -0.53598 5.24445 -3.16171
H: -2.16139 4.41823 -3.08657
H: 1.15621 3.21738 -2.19344
H: 1.19885 4.96850 -1.67728
H: 1.28569 3.58328 -0.39845
H: 0.43985 2.42050 1.13478
H: -0.70909 2.46288 3.11585
H: -2.51801 -0.87779 2.28792
H: -4.43532 -2.15651 2.01712
H: -6.54425 0.09475 2.82295
H: -6.83488 -1.57357 2.13607
H: -6.22991 -0.23188 1.04222
H: -3.84846 -1.17637 -1.77381
H: -5.21774 -0.41986 -0.83326
H: -4.20231 -1.78114 -0.09497
H: 0.34957 -0.59415 -1.00089
H: -0.71162 0.00766 -2.36414
H: -0.29225 1.13279 -0.91667
H: -5.37897 1.51197 0.09828
H: -7.34873 2.83545 0.57339
H: -7.78768 3.57933 2.22721
H: -6.73356 4.56044 1.03579
H: -4.00606 3.58871 4.03577
H: -3.51871 4.41913 2.37520
H: -6.38311 4.77308 3.81915
H: -5.00479 5.89118 4.25652
H: -5.57772 5.85928 2.49487
C: 6.31553 -3.82069 -2.04849
C: 5.53558 -2.68077 -1.40425
N: 4.26005 -2.40052 -2.05638
C: 3.66141 -1.13527 -1.63905
C: 3.23914 -1.00356 -0.17527
C: 3.33332 -3.52239 -2.17006
C: 2.90549 -4.22579 -0.88238
H: 6.45868 -3.64676 -3.11809
H: 7.30342 -3.90054 -1.58711
H: 5.81581 -4.78332 -1.91540
H: 6.16651 -1.78790 -1.47031
H: 5.40761 -2.89522 -0.33579
H: 2.79740 -0.91527 -2.27693
H: 4.37844 -0.33460 -1.85466
H: 2.33085 -1.57148 0.03515
H: 3.01451 0.04498 0.04668
H: 4.02155 -1.32161 0.51487
H: 3.78363 -4.27119 -2.83011
H: 2.43552 -3.19838 -2.70866
H: 3.74755 -4.43343 -0.21828
H: 2.44420 -5.18758 -1.12733
H: 2.16192 -3.64911 -0.33112
C: 7.06590 1.30374 -1.70144
C: 8.53486 1.67554 -1.54167
N: 9.01619 1.56890 -0.16969
C: 10.31575 2.20349 0.03978
C: 11.51734 1.61693 -0.70117
C: 8.84214 0.27145 0.47506
C: 9.47023 -0.94823 -0.19836
H: 6.43465 1.88376 -1.02237
H: 6.73899 1.51386 -2.72360
H: 6.89272 0.24105 -1.51677
H: 8.63735 2.71570 -1.86998
H: 9.13333 1.06935 -2.23291
H: 10.53870 2.22475 1.11175
H: 10.22584 3.25745 -0.24735
H: 11.84152 0.67311 -0.26032
H: 12.36318 2.30662 -0.62718
H: 11.31699 1.46028 -1.76209
H: 7.76755 0.08340 0.57931
H: 9.20381 0.32814 1.50785
H: 9.28112 -0.97734 -1.27412
H: 9.04331 -1.86155 0.22828
H: 10.54664 -0.99473 -0.03339
C: -1.51969 -4.00602 -1.99430
C: -2.34011 -5.01918 -2.78398
N: -2.32292 -6.35770 -2.20826
C: -2.84707 -7.38250 -3.10849
C: -4.32117 -7.29030 -3.50366
C: -2.75266 -6.46602 -0.81831
C: -4.15252 -5.96397 -0.46522
H: -0.49274 -4.35300 -1.85120
H: -1.47977 -3.05712 -2.53763
H: -1.95795 -3.80166 -1.01542
H: -1.90797 -5.06416 -3.78978
H: -3.36303 -4.63732 -2.89985
H: -2.65839 -8.37160 -2.67829
H: -2.25043 -7.35939 -4.02748
H: -4.97768 -7.59021 -2.68536
H: -4.51940 -7.97427 -4.33396
H: -4.60268 -6.28871 -3.83277
H: -2.03274 -5.92437 -0.19516
H: -2.65901 -7.50656 -0.48957
H: -4.37156 -4.98772 -0.90574
H: -4.23817 -5.85383 0.62064
H: -4.92680 -6.66642 -0.77437
C: -7.17905 -4.37392 -2.35815
C: -7.73439 -3.42489 -1.30237
N: -8.34311 -2.22152 -1.86035
C: -8.59825 -1.18647 -0.86263
C: -9.60961 -1.50053 0.23966
C: -9.41158 -2.43033 -2.83321
C: -10.62465 -3.24831 -2.39273
H: -6.48092 -3.85962 -3.02446
H: -6.63870 -5.19160 -1.87380
H: -7.97208 -4.82117 -2.96207
H: -6.89153 -3.12897 -0.66604
H: -8.43278 -3.97530 -0.66024
H: -8.90306 -0.26345 -1.36824
H: -7.64365 -0.93987 -0.38256
H: -10.63383 -1.47447 -0.13395
H: -9.54082 -0.74137 1.02516
H: -9.42911 -2.46960 0.70701
H: -8.97987 -2.91489 -3.71529
H: -9.75808 -1.46003 -3.20558
H: -10.34479 -4.16183 -1.86320
H: -11.20051 -3.55028 -3.27270
H: -11.29631 -2.67046 -1.75774
C: 11.15035 1.16473 4.29158
C: 10.61811 2.11587 5.35732
N: 10.02901 3.33316 4.81129
C: 9.79745 4.36667 5.81749
C: 8.78577 4.06419 6.92320
C: 8.95315 3.14977 3.84358
C: 7.72777 2.35044 4.28536
H: 11.85400 1.67119 3.62547
H: 11.67830 0.33377 4.76692
H: 10.34554 0.73622 3.68844
H: 11.46854 2.39151 5.99046
H: 9.91295 1.57337 5.99943
H: 9.50705 5.29745 5.31866
H: 10.75822 4.59310 6.29365
H: 7.75977 4.11065 6.55485
H: 8.87215 4.81707 7.71224
H: 8.95120 3.08936 7.38408
H: 9.37150 2.66297 2.95625
H: 8.62101 4.12785 3.47855
H: 7.99414 1.42885 4.80813
H: 7.14216 2.06391 3.40575
H: 7.06947 2.93637 4.92727

Values from the calculation:
Frontier orbital gap   4.5 eV
Total charge   +1
Strongest force on any atom   0.0942 hartree/bohr

Mulliken atomic charge list, values in e, 2 entries:
1. C -0.83
2. C -0.31

***

Molecular formula: C2H9O3
Method: DFT, the ωB97M-V functional and the def2-TZVPD basis

CARTESIAN COORDINATES (ANGSTROEM)
C: -0.28461 -0.82808 -1.24285
O: -0.87397 -1.17310 -0.03336
C: -1.14055 -1.46876 -2.43694
H: 0.77343 -1.18520 -1.51255
H: -0.17582 0.29229 -1.28176
H: -1.31393 -2.59078 -2.32829
H: -0.64928 -1.31845 -3.37098
H: -2.13903 -0.86005 -2.36167
H: 1.31885 1.94385 1.77559
H: 0.64144 3.30471 1.98153
O: 1.53782 2.93763 1.91049
H: 0.74671 -0.16271 2.26501
H: -0.18446 -0.92267 0.67569
O: 0.52778 0.14548 1.40238

Values from the calculation:
Frontier orbital gap   8.2 eV
Relative energy (zero: lowest compared OMol25 entry of this formula, charge and spin)   20.6 kcal/mol
Total charge   -1
Strongest force on any atom   0.0599 hartree/bohr

Mulliken atomic charge list, values in e, 2 entries:
1. C -0.18
2. O -0.54

***

Molecular formula: H24O12
Method: DFT, the ωB97M-V functional and the def2-TZVPD basis

CARTESIAN COORDINATES (ANGSTROEM)
O: -1.17473 -2.77150 0.68094
H: -0.23095 -2.90063 0.58695
H: -1.37132 -2.02118 0.12004
O: 0.12697 1.03598 -2.02160
H: 0.07241 1.25913 -1.09238
H: 0.35535 1.85930 -2.45313
O: 1.16643 -1.15612 1.26293
H: 1.90122 -1.76743 1.31404
H: 1.45111 -0.39577 1.76992
O: 2.94623 0.36661 -0.16588
H: 2.02194 0.61461 -0.14537
H: 3.28500 0.63222 0.68906
O: -2.03629 1.52267 0.42368
H: -1.36661 2.10008 0.05713
H: -2.23879 0.91056 -0.28381
O: -1.91222 0.52286 -1.35912
H: -2.59744 0.71823 -1.99829
H: -1.10079 0.53207 -1.86679
O: 1.63124 0.77753 1.75740
H: 0.96200 1.42195 1.52703
H: 2.04003 1.12843 2.54859
O: -0.02188 2.49643 -0.24867
H: -0.20651 3.35835 0.12448
H: 0.13047 1.93384 0.51062
O: -1.64434 -1.42405 -0.72694
H: -1.94231 -0.54100 -0.94527
H: -2.04543 -1.98390 -1.39171
O: 0.67483 -0.87309 -2.31962
H: 0.94691 -1.15287 -1.44559
H: 0.29172 -0.00619 -2.18569
O: -0.17588 -1.92669 2.57604
H: 0.49345 -1.34815 2.21064
H: -0.32284 -2.58357 1.89549
O: 0.16087 0.13156 -0.03391
H: -0.76272 -0.11342 -0.09051
H: 0.49303 -0.35703 0.71921

Values from the calculation:
Frontier orbital gap   7.3 eV
Relative energy (zero: lowest compared OMol25 entry of this formula, charge and spin)   486.3 kcal/mol
Total charge   0
Strongest force on any atom   0.2114 hartree/bohr

Mulliken atomic charge list, values in e, 2 entries:
1. O -0.93
2. H 0.31